(1)
DFT (ωB97M-V/def2-TZVPD) results for a 10-piece molecular cluster, H20O10 overall.

Each line ends with the Mulliken charge.
Element x y z (Å)
O (19.486, -10.977, 20.557)  -0.601
H (19.764, -11.070, 21.486)  0.354
H (19.990, -11.637, 20.070)  0.252
O (22.210, -8.926, 18.293)  -0.706
H (21.932, -8.708, 19.191)  0.347
H (22.260, -8.075, 17.845)  0.327
O (21.103, -11.242, 22.857)  -0.684
H (21.512, -11.335, 23.722)  0.305
H (21.662, -10.602, 22.397)  0.326
O (17.269, -10.020, 19.033)  -0.692
H (17.825, -10.333, 19.757)  0.345
H (17.892, -9.845, 18.312)  0.331
O (19.937, -8.277, 20.185)  -0.613
H (19.705, -9.188, 20.438)  0.347
H (19.092, -7.812, 20.121)  0.295
O (17.642, -7.605, 23.030)  -0.626
H (17.791, -7.336, 22.111)  0.334
H (16.687, -7.650, 23.129)  0.302
O (17.885, -6.301, 20.448)  -0.667
H (18.556, -5.797, 19.973)  0.270
H (17.073, -5.792, 20.341)  0.275
O (19.178, -6.667, 16.736)  -0.613
H (19.326, -6.367, 17.636)  0.273
H (18.410, -7.247, 16.792)  0.324
O (21.775, -7.314, 22.119)  -0.637
H (21.379, -7.435, 22.987)  0.318
H (21.124, -7.682, 21.497)  0.438
O (19.741, -9.519, 17.437)  -0.607
H (20.278, -10.221, 17.061)  0.256
H (20.343, -9.028, 18.018)  0.427

Atoms 1-3, force components in eV/Å:
0.2 0.1 0.6
-0.1 -0.3 -0.1
0.0 0.0 -0.1

* ΔE to the lowest compared entry with this formula, charge and spin: 52.38 kcal per mole
* molecular weight: 180.150 g mol⁻¹
* calculated total energy: -764.3985 a.u.
* SMILES: O.O.O.O.O.O.O.O.O.O
* lowest unoccupied orbital energy: -0.04 eV

=====

(2)
DFT (ωB97M-V/def2-TZVPD) results for C23H22Br30F4NO4P as an isolated structure.

Each line ends with the Mulliken charge.
Element x y z (Å)
C (-0.943, -1.382, 6.032)  -1.208
C (-1.894, -0.324, 6.573)  0.283
F (-1.996, -0.550, 7.947)  -0.357
N (-3.215, -0.353, 6.017)  0.234
C (-3.591, 0.622, 5.065)  -0.179
O (-3.899, 1.773, 5.238)  -0.540
C (-3.581, -0.173, 3.753)  -0.169
C (-3.506, 0.248, 2.457)  -0.477
C (-3.493, -0.712, 1.468)  1.515
C (-3.420, -0.358, -0.013)  -1.288
C (-2.585, 0.882, -0.369)  -0.148
O (-2.347, 0.803, -1.771)  -0.384
C (-1.192, 0.941, 0.318)  0.757
F (-1.212, 1.807, 1.345)  -0.269
F (-0.298, 1.462, -0.549)  -0.162
F (-0.709, -0.240, 0.678)  -0.284
C (-3.560, -2.049, 1.783)  -1.083
C (-3.662, -2.498, 3.090)  -0.064
P (-3.750, -4.270, 3.530)  0.775
O (-4.881, -4.482, 4.457)  -0.524
C (-3.677, -1.531, 4.072)  0.607
C (-3.792, -1.602, 5.612)  -0.472
O (-4.247, -2.433, 6.342)  -0.449
H (-0.597, -1.174, 5.015)  0.299
H (-1.330, -2.403, 6.088)  0.314
H (-0.054, -1.355, 6.672)  0.402
H (-1.425, 0.659, 6.475)  0.356
H (-3.454, 1.308, 2.237)  0.614
H (-4.452, -0.187, -0.345)  0.383
H (-3.061, -1.227, -0.570)  0.425
H (-3.186, 1.777, -0.191)  0.394
H (-2.776, 1.546, -2.201)  0.253
H (-3.532, -2.780, 0.978)  0.453
H (-2.504, -4.656, 4.081)  0.114
H (-3.952, -4.995, 2.337)  -0.095
C (-7.589, -5.489, 1.755)  0.099
Br (-9.113, -5.465, 0.573)  -0.045
Br (-6.600, -3.836, 1.680)  0.080
Br (-8.089, -5.937, 3.559)  0.016
H (-6.926, -6.270, 1.403)  -0.128
C (0.725, 3.488, -3.031)  -0.101
Br (-1.112, 3.453, -3.624)  -0.092
Br (1.947, 3.525, -4.518)  0.156
Br (1.045, 4.942, -1.804)  -0.065
H (0.904, 2.568, -2.489)  0.125
C (4.096, 3.980, 0.310)  -0.067
Br (3.668, 2.261, -0.445)  0.080
Br (4.229, 3.905, 2.230)  -0.020
Br (5.680, 4.730, -0.489)  -0.005
H (3.276, 4.644, 0.072)  0.018
C (4.509, 3.274, -7.807)  -0.347
Br (5.506, 2.051, -6.705)  0.006
Br (2.853, 2.493, -8.416)  -0.034
Br (4.212, 4.962, -6.926)  -0.041
H (5.109, 3.473, -8.684)  0.352
C (4.479, -1.627, -4.276)  -0.348
Br (3.386, -0.774, -5.609)  0.052
Br (6.357, -1.369, -4.626)  -0.053
Br (3.985, -1.068, -2.501)  0.031
H (4.288, -2.690, -4.333)  0.333
C (-1.995, 7.201, -5.000)  0.306
Br (-3.828, 7.182, -5.597)  -0.017
Br (-0.763, 7.232, -6.484)  0.001
Br (-1.660, 8.642, -3.765)  -0.011
H (-1.828, 6.277, -4.463)  -0.307
C (9.301, 4.742, 1.380)  -0.079
Br (9.823, 3.225, 2.444)  0.028
Br (8.391, 6.076, 2.432)  -0.009
Br (10.792, 5.487, 0.412)  -0.013
H (8.592, 4.383, 0.646)  0.067
C (-0.282, -1.855, -5.520)  -0.383
Br (0.688, -3.133, -4.453)  -0.019
Br (-1.994, -2.545, -6.072)  -0.049
Br (-0.435, -0.152, -4.628)  0.170
H (0.297, -1.684, -6.418)  0.299
C (10.171, -1.031, 1.538)  -0.329
Br (8.694, 0.016, 0.883)  0.023
Br (11.762, -0.751, 0.488)  0.001
Br (10.487, -0.713, 3.413)  -0.023
H (9.897, -2.071, 1.432)  0.322
C (-4.158, -7.657, -0.363)  -0.335
Br (-5.681, -7.633, -1.542)  0.009
Br (-3.165, -6.006, -0.441)  0.018
Br (-4.660, -8.108, 1.445)  -0.048
H (-3.498, -8.439, -0.714)  0.351

Atoms 1-3, force components in eV/Å:
0.5 -0.1 0.2
0.3 -0.5 0.9
0.1 0.1 -0.1

* ΔE to the lowest compared entry with this formula, charge and spin: 13.16 kcal per mole
* molecular weight: 2880.518 g mol⁻¹
* calculated total energy: -79206.4790 a.u.
* lowest unoccupied orbital energy: -0.54 eV

=====

(3)
DFT (ωB97M-V/def2-TZVPD) results for C26H40N4O6PPbS2 as an isolated structure.

Each line ends with the Mulliken charge.
Element x y z (Å)
Pb (0.209, 1.260, 0.515)  1.431
N (0.087, 6.090, 2.234)  -0.454
C (-0.123, 4.747, 2.055)  0.259
S (-0.872, 4.273, 0.586)  -0.500
N (0.305, 4.021, 3.078)  -1.520
N (0.186, 2.687, 2.915)  1.337
C (0.544, 1.968, 3.909)  -1.298
C (0.434, 0.508, 3.845)  0.970
C (0.759, -0.277, 4.947)  -0.900
C (0.586, -1.650, 4.871)  -0.575
C (0.083, -2.205, 3.709)  -1.204
C (-0.204, -1.359, 2.649)  -0.022
N (-0.019, -0.045, 2.710)  0.702
H (-0.448, 6.705, 1.649)  0.226
H (0.295, 6.380, 3.176)  0.248
H (0.919, 2.426, 4.823)  0.207
H (1.133, 0.196, 5.847)  0.475
H (0.839, -2.278, 5.716)  0.393
H (-0.077, -3.269, 3.608)  0.494
H (-0.595, -1.737, 1.715)  0.352
C (0.820, -5.778, 0.053)  -0.777
O (1.820, -5.431, 0.990)  -0.503
C (2.114, -4.106, 1.117)  1.357
C (3.091, -3.801, 2.088)  -1.175
C (3.434, -2.491, 2.273)  -0.633
C (2.844, -1.426, 1.558)  0.376
C (3.268, -0.062, 1.822)  0.973
C (4.466, 0.177, 2.729)  -1.782
O (2.719, 0.939, 1.361)  -0.674
C (1.838, -1.733, 0.580)  -1.062
O (1.205, -0.869, -0.112)  -0.240
C (1.521, -3.115, 0.380)  0.036
H (0.716, -6.859, 0.106)  0.237
H (1.107, -5.488, -0.961)  0.313
H (-0.135, -5.306, 0.299)  0.309
H (3.542, -4.602, 2.657)  0.408
H (4.185, -2.264, 3.018)  0.383
H (5.344, -0.375, 2.392)  0.435
H (4.242, -0.139, 3.750)  0.352
H (4.675, 1.244, 2.727)  0.372
H (0.763, -3.315, -0.364)  0.250
C (-2.869, 2.462, -2.444)  -1.513
C (-1.636, 2.145, -3.294)  0.572
C (-0.681, 3.341, -3.282)  -1.511
P (-0.775, 0.667, -2.583)  0.706
C (0.443, 0.130, -3.894)  0.628
C (0.161, 0.568, -5.330)  -1.691
C (1.856, 0.527, -3.460)  -1.295
C (-2.074, -0.654, -2.633)  1.151
C (-2.739, -0.906, -3.983)  -1.891
C (-1.514, -1.951, -2.046)  -1.720
H (-3.330, 3.392, -2.789)  0.513
H (-2.591, 2.598, -1.396)  0.098
H (-3.621, 1.674, -2.481)  0.353
H (-1.949, 1.947, -4.324)  0.515
H (-0.378, 3.581, -2.259)  0.139
H (-1.177, 4.225, -3.691)  0.473
H (0.222, 3.162, -3.868)  0.275
H (0.387, -0.964, -3.855)  0.242
H (0.247, 1.650, -5.440)  0.273
H (-0.834, 0.279, -5.665)  0.295
H (0.890, 0.115, -6.009)  0.465
H (1.963, 1.614, -3.416)  0.238
H (2.600, 0.149, -4.168)  0.458
H (2.082, 0.130, -2.469)  0.074
H (-2.823, -0.293, -1.925)  -0.204
H (-2.038, -1.354, -4.692)  0.308
H (-3.138, 0.007, -4.429)  0.385
H (-3.571, -1.605, -3.861)  0.463
H (-0.796, -2.424, -2.725)  0.330
H (-2.328, -2.660, -1.877)  0.598
H (-1.013, -1.763, -1.097)  0.069
C (-3.401, 1.560, 2.067)  -0.705
S (-3.283, 0.104, 1.063)  1.297
O (-4.387, 0.146, 0.124)  -0.730
O (-3.276, -1.026, 1.973)  -0.758
O (-1.980, 0.252, 0.348)  -0.109
H (-4.334, 1.505, 2.624)  0.422
H (-3.384, 2.437, 1.423)  0.175
H (-2.549, 1.590, 2.746)  0.032

Atoms 1-3, force components in eV/Å:
-0.1 0.1 -0.1
0.0 0.0 0.0
0.0 -0.1 0.0

* ΔE to the lowest compared entry with this formula, charge and spin: 0.00 kcal per mole
* molecular weight: 806.936 g mol⁻¹
* calculated total energy: -3015.9406 a.u.
* net charge: -1
* lowest unoccupied orbital energy: 2.50 eV

=====

(4)
DFT (ωB97M-V/def2-TZVPD) results for C3H3FO in the gas phase.

Each line ends with the Mulliken charge.
Element x y z (Å)
C (-0.761, -0.906, 0.189)  -0.651
C (-0.090, -0.401, -0.823)  0.080
C (0.533, 1.336, 0.777)  -0.086
O (0.598, 0.704, -0.431)  -0.124
F (1.727, 2.176, 0.850)  -0.177
H (-1.131, -1.932, 0.055)  0.235
H (0.054, -0.627, -1.824)  0.433
H (-0.929, -0.351, 1.207)  0.290

Atoms 1-3, force components in eV/Å:
-1.6 -2.0 1.0
-1.1 0.7 3.8
2.2 0.3 -2.2

* ΔE to the lowest compared entry with this formula, charge and spin: 69.38 kcal per mole
* molecular weight: 74.054 g mol⁻¹
* calculated total energy: -291.0651 a.u.
* lowest unoccupied orbital energy: -0.21 eV